# 1
C25H31N4O8P | ωB97M-V with the def2-TZVPD basis set

Its maximum force is 1.7 eV/Å. The molar mass comes out at 546.52 g/mol. The frontier orbital gap is 9.68 eV. The SMILES is C=C[C@@](C#N)(OC[C@H](C)C(C)C)[C@](C)(C#N)P(=O)(O)O.O=[N+]([O-])c1ccccc1.O=[N+]([O-])c1ccccc1. As for the spin multiplicity: 1. The HOMO energy is -10.26 eV.

Geometry as XYZ:
```
69
Properties=species:S:1:pos:R:3:nbo_charge:R:1
C 0.79 2.25 0.76 -0.33
C -0.36 1.64 1.02 -0.23
C -0.55 0.56 2.07 0.14
C 0.77 0.00 2.42 0.27
N 1.82 -0.36 2.71 -0.28
O -1.26 1.04 3.18 -0.54
C -0.52 1.82 4.14 -0.06
C -0.18 0.99 5.37 -0.25
C -1.47 0.70 6.14 -0.61
C 0.91 1.62 6.24 -0.21
C 1.15 0.76 7.48 -0.60
C 2.25 1.72 5.48 -0.60
C -1.47 -0.59 1.46 -0.51
C -2.96 -0.26 1.61 -0.60
C -1.22 -1.81 2.23 0.27
N -1.00 -2.72 2.90 -0.26
P -1.08 -1.04 -0.28 2.38
O -1.54 -2.41 -0.54 -1.09
O -1.77 0.03 -1.23 -0.98
O 0.48 -0.90 -0.50 -0.99
H 0.88 2.95 -0.06 0.21
H 1.70 2.07 1.33 0.21
H -1.24 1.91 0.46 0.22
H 0.33 2.31 3.68 0.19
H -1.21 2.61 4.44 0.19
H 0.21 0.02 5.03 0.21
H -1.68 1.45 6.91 0.21
H -1.44 -0.29 6.59 0.22
H -2.32 0.68 5.46 0.21
H 0.59 2.63 6.54 0.19
H 0.23 0.51 8.00 0.21
H 1.79 1.28 8.19 0.21
H 1.66 -0.15 7.18 0.21
H 2.15 2.14 4.48 0.20
H 2.64 0.72 5.35 0.21
H 2.97 2.31 6.04 0.21
H -3.56 -0.99 1.06 0.24
H -3.19 0.76 1.30 0.23
H -3.23 -0.35 2.66 0.25
H -2.71 -0.17 -1.30 0.53
H 0.79 -1.80 -0.71 0.54
O 5.48 0.58 -6.50 -0.37
N 4.31 0.87 -6.39 0.52
O 3.62 1.29 -7.30 -0.37
C 3.68 0.72 -5.07 0.09
C 4.45 0.28 -4.01 -0.21
C 3.86 0.15 -2.76 -0.20
C 2.52 0.46 -2.60 -0.20
C 1.76 0.89 -3.68 -0.21
C 2.34 1.02 -4.93 -0.22
H 5.50 0.05 -4.15 0.25
H 4.45 -0.19 -1.92 0.22
H 2.06 0.37 -1.62 0.23
H 0.71 1.13 -3.54 0.22
H 1.76 1.36 -5.77 0.25
O -4.23 -4.11 -7.16 -0.37
N -3.93 -2.94 -7.07 0.52
O -4.33 -2.06 -7.81 -0.38
C -3.01 -2.55 -5.98 0.08
C -2.51 -3.53 -5.14 -0.21
C -1.64 -3.16 -4.13 -0.20
C -1.28 -1.83 -3.97 -0.17
C -1.80 -0.86 -4.83 -0.21
C -2.67 -1.22 -5.84 -0.22
H -2.80 -4.56 -5.27 0.25
H -1.25 -3.91 -3.46 0.23
H -0.60 -1.54 -3.19 0.21
H -1.52 0.18 -4.70 0.21
H -3.07 -0.47 -6.51 0.25
```


# 2
C25H31NO4PReSi | ωB97M-V with the def2-TZVPD basis set

Its maximum force is 0.6 eV/Å. The molar mass comes out at 654.79 g/mol. The frontier orbital gap (alpha / beta) is 5.83 / 5.77 eV. As for the spin multiplicity: 4. The HOMO energy (alpha / beta) is -16.95 / -16.95 eV. The net charge is +3.

Geometry as XYZ:
```
64
Properties=species:S:1:pos:R:3:nbo_charge:R:1
Re 0.00 0.73 -0.59 1.12
O -3.78 -0.39 -1.94 -0.55
C -2.71 0.18 -1.52 0.84
O -1.62 -0.41 -1.36 -0.62
C -2.81 1.65 -1.25 0.09
C -3.88 2.49 -1.45 -0.11
C -3.70 3.85 -1.17 -0.10
C -2.47 4.30 -0.68 -0.13
C -1.46 3.38 -0.50 0.07
N -1.65 2.09 -0.79 -0.48
C -0.05 3.58 0.00 0.84
O 0.41 4.70 0.40 -0.53
O 0.72 2.59 0.01 -0.60
H -3.67 -1.35 -2.13 0.55
H -4.82 2.12 -1.83 0.29
H -4.51 4.55 -1.32 0.28
H -2.34 5.35 -0.46 0.27
H -0.19 5.46 0.37 0.54
C -0.19 -4.98 2.03 -0.15
C -0.54 -4.38 0.83 -0.20
C -0.48 -3.00 0.70 -0.23
C -0.06 -2.21 1.78 -0.52
C 0.29 -2.83 2.99 -0.20
C 0.22 -4.21 3.11 -0.17
Si 0.05 -0.39 1.74 1.30
C -1.46 0.59 2.10 -0.51
C -2.73 0.03 1.89 -0.22
C -3.87 0.77 2.16 -0.20
C -3.75 2.07 2.64 -0.15
C -2.50 2.63 2.88 -0.22
C -1.35 1.90 2.60 -0.22
H -0.24 -6.06 2.13 0.25
H -0.87 -4.99 0.00 0.24
H -0.77 -2.55 -0.24 0.19
H 0.63 -2.24 3.84 0.23
H 0.49 -4.68 4.05 0.25
H 1.28 0.25 2.25 -0.13
H -2.82 -1.00 1.57 0.24
H -4.85 0.33 2.03 0.25
H -4.64 2.64 2.88 0.25
H -2.42 3.62 3.32 0.25
H -0.38 2.31 2.84 0.23
C 3.39 -1.64 0.88 -0.61
C 3.48 -0.49 -0.13 -0.72
P 2.12 -0.34 -1.33 1.03
C 2.68 0.87 -2.59 -0.72
C 4.18 0.87 -2.90 -0.61
C 1.83 -1.95 -2.10 -0.72
C 3.04 -2.52 -2.85 -0.62
H 4.32 -1.70 1.44 0.26
H 3.24 -2.60 0.38 0.22
H 2.59 -1.51 1.60 0.21
H 4.38 -0.63 -0.74 0.27
H 3.59 0.48 0.36 0.26
H 2.38 1.87 -2.26 0.23
H 2.09 0.66 -3.50 0.25
H 4.76 1.22 -2.05 0.23
H 4.37 1.56 -3.72 0.26
H 4.54 -0.11 -3.19 0.23
H 0.98 -1.84 -2.77 0.25
H 1.52 -2.62 -1.30 0.26
H 3.30 -1.92 -3.72 0.23
H 2.80 -3.52 -3.21 0.26
H 3.92 -2.61 -2.21 0.22
```